Density functional theory data (wB97M-V/def2-TZVPD) for 2 unconnected molecules or ions with the total composition C4H12N2O2 at a distorted geometry.

Summary:
* E: -11416.89451 eV
* LUMO: 0.67 eV
* orbital gap: 0.3574 Ha
* HOMO: -9.1 eV
* SMILES: NCC[C@@H](N)C=O.O

Geometry as ORCA input:
```
! wB97M-V def2-TZVPD RIJCOSX def2/J DEFGRID3
* xyz 0 1
O 2.729 1.174 0.449
C 1.892 0.354 0.187
C 0.571 0.206 0.928
C -0.591 0.487 -0.056
C -0.550 -0.084 -1.469
N -0.128 0.968 -2.407
N 0.403 -1.009 1.674
H 2.029 -0.387 -0.631
H 0.564 1.067 1.576
H -1.512 0.209 0.456
H -0.670 1.573 -0.103
H 0.126 -0.918 -1.604
H -1.532 -0.461 -1.737
H 0.353 0.672 -3.241
H -0.920 1.508 -2.728
H 0.827 -0.994 2.589
H 0.526 -1.863 1.157
H -2.561 -1.053 1.388
H -3.044 -2.344 0.787
O -3.240 -1.401 0.796
*
```